Entry 1:
# C4H14O2S

A cluster of 3 separate species, C4H14O2S in total (ωB97M-V/def2-TZVPD, the Open Molecules 2025 dataset).

XYZ file:
```
21
Properties=species:S:1:pos:R:3:nbo_charge:R:1
C -1.923 -0.794 -0.894 -0.6013
C -0.418 -1.007 -0.648 -0.4051
C 0.188 0.215 -0.017 -0.5188
S 1.863 -0.097 0.620 0.1501
C 2.644 1.543 0.300 -0.7208
H -2.419 -0.700 0.070 0.1984
H -2.395 -1.601 -1.444 0.2098
H -2.095 0.144 -1.413 0.2014
H -0.302 -1.870 0.021 0.1997
H 0.066 -1.284 -1.583 0.2059
H 0.223 1.017 -0.745 0.2149
H -0.422 0.599 0.799 0.2030
H 2.151 1.934 -0.566 0.2310
H 3.704 1.387 0.102 0.2203
H 2.542 2.147 1.193 0.2085
H -2.603 -5.096 3.637 0.4659
H -2.214 -4.629 2.254 0.4663
O -1.832 -4.977 3.071 -0.9321
H 1.594 4.392 -2.189 0.4724
H 0.705 4.687 -0.974 0.4724
O 0.944 3.990 -1.595 -0.9420
```

Summary:
Structure (SMILES)   CCCSC.O.O
Maximum force   1.3 eV Å⁻¹
Energy relative to the best compared isomer or geometry (same formula, charge and spin)   45.93 kJ/mol
Orbital gap   8.847 eV

***

Entry 2:
# C29H24BrCrN7O8S

A structure of composition C29H24BrCrN7O8S (ωB97M-V/def2-TZVPD, the Open Molecules 2025 dataset).

XYZ file:
```
71
Properties=species:S:1:pos:R:3:mulliken_spin:R:1
Cr 0.208 1.281 0.485 1.0598
Br 1.066 4.095 7.401 0.0000
C 0.609 3.781 5.583 -0.0003
C -0.670 4.074 5.150 0.0002
C -0.999 3.839 3.824 -0.0004
C -0.053 3.316 2.954 0.0019
C 1.225 3.009 3.405 -0.0003
C 1.561 3.253 4.725 0.0002
N -0.366 3.044 1.600 0.0107
C -0.960 3.914 0.894 -0.0006
C -1.245 3.633 -0.514 -0.0142
C -1.992 4.493 -1.293 -0.0003
C -2.243 4.145 -2.612 0.0000
C -1.729 2.959 -3.096 0.0012
C -0.979 2.154 -2.250 -0.0073
N -0.745 2.489 -0.991 -0.0246
H -1.405 4.462 5.841 0.0000
H -2.010 4.014 3.477 0.0000
H 1.940 2.582 2.713 0.0000
H 2.554 3.025 5.086 0.0000
H -1.244 4.887 1.298 0.0003
H -2.377 5.410 -0.867 -0.0002
H -2.835 4.791 -3.247 -0.0001
H -1.906 2.640 -4.113 0.0002
H -0.574 1.206 -2.573 0.0046
N -1.184 0.351 3.768 0.0000
C -0.210 -0.735 3.794 0.0000
C 0.837 -0.679 2.689 -0.0024
O 1.609 -1.609 2.576 0.0047
O 0.881 0.412 1.977 -0.0025
H -2.001 0.089 4.306 0.0000
H -1.496 0.490 2.810 -0.0008
H -0.641 -1.739 3.735 0.0003
H 0.360 -0.694 4.728 -0.0002
O -3.674 1.128 -0.717 -0.0070
S -2.958 0.274 0.242 -0.0128
N -1.599 0.657 0.664 -0.0123
O 3.055 -0.150 -0.291 0.0021
C 2.073 -0.747 -0.660 0.0087
N 2.067 -2.045 -1.117 0.0029
C 0.787 -2.446 -1.642 0.0017
C -0.016 -1.139 -1.385 0.0232
O -1.166 -1.007 -1.767 0.0095
N 0.757 -0.245 -0.737 -0.0400
C 0.101 -3.537 -0.831 0.0000
C 0.562 -3.863 0.438 -0.0011
C -0.115 -4.802 1.208 0.0003
C -1.260 -5.414 0.721 -0.0002
C -1.736 -5.072 -0.540 0.0000
C -1.063 -4.136 -1.308 -0.0005
C 0.905 -2.753 -3.130 -0.0017
C 0.893 -1.721 -4.063 0.0006
C 1.106 -1.982 -5.408 0.0003
C 1.338 -3.280 -5.842 0.0000
C 1.361 -4.315 -4.917 0.0000
C 1.146 -4.051 -3.571 -0.0006
H 2.924 -2.555 -1.230 -0.0003
H 1.428 -3.355 0.845 -0.0002
H 0.253 -5.038 2.199 0.0000
H -1.788 -6.143 1.323 0.0000
H -2.642 -5.528 -0.921 0.0000
H -1.449 -3.851 -2.279 0.0000
H 0.730 -0.701 -3.735 0.0009
H 1.094 -1.165 -6.119 0.0000
H 1.502 -3.483 -6.893 0.0000
H 1.547 -5.331 -5.242 0.0000
H 1.158 -4.863 -2.855 0.0000
O 3.480 3.188 -0.869 0.0001
N 2.451 2.556 -0.963 0.0006
O 2.035 2.069 -1.999 0.0029
O 1.726 2.463 0.128 -0.0071
```

Summary:
2S+1   2
Charge   -1
Maximum force   0.6 eV Å⁻¹
⟨S²⟩   0.759
Energy relative to the best compared isomer or geometry (same formula, charge and spin)   0.00 kJ/mol
Orbital gap (spin up / spin down)   7.329 / 6.885 eV

***

Entry 3:
# C98H110O24

A cluster of 12 separate species, C98H110O24 in total (ωB97M-V/def2-TZVPD, the Open Molecules 2025 dataset).

XYZ file:
```
232
Properties=species:S:1:pos:R:3:mulliken_charge:R:1
C 17.037 26.255 14.203 -1.2535
O 16.487 27.581 14.007 0.0331
C 15.703 27.601 12.833 -0.6917
C 15.146 28.971 12.642 0.2589
O 14.151 28.828 11.629 -0.4618
C 13.405 29.992 11.415 -0.5210
H 17.670 26.090 13.384 0.6030
H 16.394 25.388 14.233 0.3090
H 17.608 26.381 15.124 0.2817
H 14.885 26.874 12.937 0.2320
H 16.308 27.341 11.970 0.2981
H 15.911 29.658 12.348 0.3256
H 14.711 29.397 13.565 -0.0905
H 14.010 30.866 11.724 0.2046
H 12.500 29.912 11.995 0.1107
H 13.180 30.137 10.353 0.3078
C 12.598 27.934 20.768 -0.2856
O 13.056 28.085 22.071 -0.4601
C 14.435 28.011 22.251 2.0010
C 14.737 28.030 23.727 -1.3659
O 14.422 29.294 24.290 -0.1942
C 13.034 29.486 24.706 -0.7531
H 13.025 28.639 20.011 0.0903
H 11.528 28.182 20.760 0.3974
H 12.785 26.891 20.403 -0.0213
H 14.896 28.895 21.714 -0.7156
H 14.849 27.104 21.807 -0.6594
H 15.798 27.892 23.955 0.2939
H 14.146 27.251 24.167 0.5574
H 12.357 29.716 23.901 0.2535
H 13.137 30.348 25.397 0.2262
H 12.641 28.601 25.212 0.3029
C 16.190 17.345 26.741 -0.7376
O 15.838 18.525 26.040 -0.1934
C 15.593 19.620 26.974 -0.5265
C 15.447 20.802 26.057 0.2300
O 14.815 21.749 26.855 -0.3965
C 14.722 23.117 26.405 -0.7288
H 15.370 17.133 27.490 0.2576
H 17.075 17.467 27.326 0.3828
H 16.212 16.483 26.028 0.0824
H 16.523 19.667 27.593 0.3761
H 14.712 19.319 27.509 0.0430
H 14.861 20.511 25.143 -0.3698
H 16.368 21.228 25.635 0.6244
H 15.558 23.286 25.706 0.3530
H 14.730 23.778 27.285 0.2702
H 13.787 23.297 25.872 0.2139
C 21.357 29.906 20.852 -0.6076
O 21.621 30.627 19.648 -0.4969
C 20.499 30.888 18.818 0.3577
C 20.380 29.782 17.769 -0.7770
O 19.702 30.238 16.584 -0.0286
C 20.704 30.763 15.693 -0.8896
H 22.315 29.807 21.319 0.3336
H 21.014 28.949 20.527 0.2771
H 20.667 30.455 21.473 0.2101
H 20.614 31.861 18.390 0.4071
H 19.530 30.803 19.331 -0.3594
H 19.856 28.942 18.155 0.2854
H 21.324 29.348 17.473 0.4404
H 21.370 29.937 15.356 0.3217
H 21.276 31.579 16.154 0.3375
H 20.210 31.108 14.780 0.1965
C 8.631 27.246 15.770 -0.9252
O 9.996 26.962 15.531 -0.1155
C 10.692 27.796 14.708 -0.2766
C 10.964 29.104 15.335 -0.5248
O 11.951 29.753 14.615 -0.0201
C 12.100 31.030 15.202 -0.6154
H 8.096 27.421 14.861 0.3080
H 8.573 28.141 16.341 0.3790
H 8.190 26.377 16.339 0.1799
H 10.110 27.953 13.761 0.0917
H 11.647 27.404 14.500 0.1969
H 11.263 28.979 16.385 0.3010
H 10.068 29.726 15.301 0.3974
H 13.103 31.387 14.895 -0.1772
H 12.009 31.073 16.273 0.4132
H 11.382 31.681 14.728 0.3621
C 17.269 33.357 12.645 -0.9038
O 17.215 32.809 13.995 -0.3389
C 16.120 31.982 14.289 0.2214
C 16.236 31.423 15.662 0.8245
O 15.915 32.338 16.686 -0.3138
C 17.036 33.107 17.223 -0.7479
H 17.965 34.168 12.675 0.2824
H 16.299 33.680 12.352 0.3520
H 17.587 32.585 11.955 0.2846
H 16.080 31.301 13.495 -0.2015
H 15.157 32.529 14.299 0.1228
H 17.277 31.013 15.810 -0.1078
H 15.502 30.667 15.830 -0.1438
H 17.734 32.494 17.778 0.1425
H 16.672 33.707 18.024 0.3528
H 17.481 33.646 16.378 0.3167
C 12.169 24.035 14.638 -0.0566
O 11.810 24.068 13.249 -0.2804
C 10.799 23.130 12.852 -0.2727
C 9.831 23.994 12.030 -0.7449
O 8.989 24.865 12.743 -0.1840
C 7.950 25.473 12.007 -0.9104
H 13.241 24.230 14.720 -0.2825
H 11.983 23.067 15.135 0.0903
H 11.625 24.788 15.270 0.2649
H 10.255 22.717 13.710 0.3269
H 11.295 22.393 12.252 0.3311
H 9.177 23.253 11.494 0.3808
H 10.402 24.622 11.268 0.2828
H 8.290 25.633 11.006 0.4131
H 7.716 26.470 12.381 0.2011
H 7.056 24.891 11.933 0.3380
C 11.619 19.050 18.813 -1.2863
C 10.921 18.609 17.658 -0.8120
C 11.283 18.995 16.394 -1.2180
C 12.414 19.901 16.298 1.3857
C 13.064 20.377 17.376 -1.0380
C 12.658 19.928 18.646 0.0194
C 14.187 21.310 17.212 1.1841
O 14.749 21.739 18.232 -0.6572
C 14.706 21.566 15.881 0.6559
C 15.799 22.368 15.854 -0.9217
C 16.351 22.670 14.616 -0.5249
C 15.645 22.288 13.457 -0.8081
C 14.476 21.588 13.531 -0.3491
C 14.021 21.105 14.719 0.1865
C 12.857 20.221 14.917 0.4360
O 12.150 19.902 13.919 -0.7224
H 11.265 18.806 19.795 0.8310
H 10.183 17.860 17.783 0.4606
H 10.784 18.525 15.557 0.5035
H 13.133 20.255 19.550 1.0333
H 16.276 22.725 16.773 0.3878
H 17.277 23.237 14.413 0.5477
H 15.944 22.660 12.509 0.4265
H 14.051 21.301 12.594 0.5045
C 13.958 32.551 19.751 -0.6189
C 13.398 33.273 20.789 -0.6618
C 13.945 33.290 22.041 -0.6241
C 15.068 32.573 22.325 0.1443
C 15.608 31.785 21.281 0.6202
C 15.101 31.839 19.989 -0.9902
C 16.743 30.857 21.525 -0.0863
O 17.157 30.170 20.629 -0.3370
C 17.271 30.763 22.928 0.8022
C 18.195 29.795 23.259 -0.4052
C 18.850 29.850 24.501 -0.9448
C 18.551 30.847 25.401 -0.4887
C 17.521 31.769 25.153 -0.8304
C 16.872 31.719 23.878 0.5916
C 15.772 32.671 23.647 0.3413
O 15.405 33.409 24.584 -0.7141
H 13.566 32.557 18.710 0.4164
H 12.541 33.870 20.522 0.4125
H 13.511 33.914 22.799 0.5598
H 15.550 31.284 19.188 0.8248
H 18.341 28.971 22.604 0.7328
H 19.715 29.196 24.725 0.3807
H 19.078 30.870 26.380 0.3510
H 17.045 32.375 25.924 0.4403
C 12.183 19.053 28.381 -0.6831
C 11.918 20.164 27.571 -0.3728
C 11.810 20.033 26.216 -0.3193
C 12.181 18.940 25.521 0.8383
C 12.459 17.803 26.253 0.4655
C 12.529 17.877 27.659 -1.0179
C 12.747 16.475 25.636 0.7468
O 13.017 15.514 26.315 -0.6926
C 12.577 16.447 24.168 0.5332
C 12.697 15.169 23.563 -1.0132
C 12.591 15.113 22.175 -0.4112
C 12.423 16.255 21.427 -0.4972
C 12.367 17.489 22.061 0.1651
C 12.416 17.597 23.380 -0.7460
C 12.212 18.932 24.040 0.3509
O 11.971 19.943 23.431 -0.6759
H 12.307 19.128 29.463 0.3883
H 11.911 21.189 27.936 0.3127
H 11.593 20.973 25.716 0.3580
H 12.798 16.974 28.200 0.3982
H 12.879 14.390 24.277 0.5075
H 12.667 14.127 21.695 0.3249
H 12.434 16.322 20.373 0.6221
H 12.181 18.309 21.441 0.2438
C 15.808 12.652 21.394 -0.4320
C 15.693 12.712 20.035 -0.8809
C 15.648 13.997 19.493 -0.3925
C 15.844 15.091 20.285 0.1858
C 16.009 14.970 21.674 0.4572
C 16.006 13.741 22.228 -0.4908
C 15.955 16.205 22.551 0.7060
O 15.831 16.054 23.741 -0.6823
C 15.984 17.511 21.944 0.0887
C 16.035 18.645 22.797 -0.5300
C 15.979 19.884 22.254 -0.2209
C 16.018 20.050 20.833 -1.0456
C 16.001 18.887 20.020 -0.5398
C 15.934 17.651 20.588 0.2995
C 15.783 16.448 19.663 0.7343
O 15.619 16.567 18.449 -0.7256
H 15.834 11.664 21.801 0.4323
H 15.699 11.771 19.474 0.4202
H 15.536 14.277 18.434 0.4828
H 16.011 13.622 23.346 0.3754
H 15.934 18.532 23.894 0.3438
H 15.806 20.776 22.834 0.4858
H 16.055 20.984 20.340 0.7842
H 15.829 19.010 18.898 0.3019
C 11.991 22.659 20.969 -0.9707
C 12.660 23.123 22.100 -0.5387
C 13.751 23.925 22.011 -0.9325
C 14.063 24.518 20.771 1.0126
C 13.364 24.085 19.655 0.2058
C 12.290 23.208 19.743 -1.0580
C 13.758 24.658 18.357 0.3213
O 13.312 24.178 17.278 -0.5975
C 14.701 25.811 18.251 0.2236
C 14.696 26.615 17.176 -0.4562
C 15.551 27.678 17.093 -1.3622
C 16.401 28.014 18.142 -0.5324
C 16.368 27.235 19.324 -0.7853
C 15.467 26.158 19.347 0.9292
C 15.281 25.289 20.547 0.5940
O 16.151 25.232 21.400 -0.7182
H 11.182 22.023 21.120 0.6881
H 12.348 22.660 23.070 0.2451
H 14.444 23.939 22.874 0.5944
H 11.730 22.869 18.908 0.8123
H 14.008 26.444 16.318 0.4337
H 15.522 28.303 16.252 0.9529
H 17.086 28.833 18.045 0.7891
H 17.003 27.455 20.182 0.5082
```

Summary:
Structure (SMILES)   O=C1c2ccccc2C(=O)c2ccccc21.O=C1c2ccccc2C(=O)c2ccccc21.O=C1c2ccccc2C(=O)c2ccccc21.O=C1c2ccccc2C(=O)c2ccccc21.O=C1c2ccccc2C(=O)c2ccccc21.COCCOC.COCCOC.COCCOC.COCCOC.COCCOC.COCCOC.COCCOC
Maximum force   4.0 eV Å⁻¹
Orbital gap   7.910 eV